DFT (the ωB97M-V functional and the def2-TZVPD basis) results for a 8-piece molecular cluster, C8H32O8 overall in a non-equilibrium geometry.

Its spin multiplicity is 1. The calculation puts the LUMO energy at 0.4 eV. For the molecular weight, the calculation gives 256.34 g mol⁻¹. Its maximum force is 2.29 eV/Å. As for the orbital gap: 10.33 eV. Its SMILES is CO.CO.CO.CO.CO.CO.CO.CO. Its total energy is -25190.9022 eV.

The geometry in XYZ format:
```
48
Properties=species:S:1:pos:R:3:forces:R:3
C -1.33219 -2.60285 2.98522 -0.1348 0.2152 0.9302
O -0.47281 -3.12984 2.04531 0.2881 -0.6055 -1.4353
H -1.59795 -3.36216 3.72068 -0.2033 0.0072 0.2997
H -0.77198 -1.80804 3.47768 -0.6460 0.4776 0.4346
H -2.25824 -2.24683 2.53378 0.1618 0.1617 -0.1285
H 0.37048 -3.23453 2.49196 0.5520 -0.2149 -0.2197
C 2.67706 -1.77644 2.88179 0.2648 0.2127 -0.7812
O 2.27890 -3.14079 2.81269 -0.1703 -0.0592 0.6089
H 2.36107 -1.29713 1.95523 0.0255 0.3645 0.0095
H 2.22930 -1.23471 3.71495 -0.1038 -0.4808 0.0745
H 3.76295 -1.70699 2.94603 0.0410 0.1274 0.1765
H 2.82431 -3.55374 2.13918 -0.0722 -0.1384 -0.0233
C 2.18585 -2.31354 -2.13288 0.0402 -0.8430 1.0726
O 2.56035 -1.83677 -3.40335 -0.2680 0.1927 0.1803
H 1.15221 -2.63922 -2.01621 -0.2228 0.4445 -0.7289
H 2.74406 -3.21283 -1.87253 0.3497 -0.1528 -0.0002
H 2.37102 -1.59369 -1.33561 -0.0357 0.2651 -0.0192
H 3.35074 -1.32720 -3.21038 0.1202 0.1207 -0.4845
C 2.21897 1.76529 -2.81941 -0.2129 1.1555 -0.0469
O 1.42960 2.63769 -1.96526 0.6908 -0.5691 -0.7482
H 2.29024 2.18994 -3.82076 -0.1976 0.3775 -0.0616
H 3.24411 1.78993 -2.44984 0.0164 -0.4986 0.2146
H 1.82983 0.76586 -3.01384 -0.1209 -0.1040 0.7237
H 0.70201 2.14054 -1.58437 -0.2418 -0.4156 -0.1181
C -4.01317 2.49093 -2.44658 0.0047 0.8044 -0.9904
O -3.54038 1.66844 -1.46392 0.5666 -1.0696 1.9411
H -5.08292 2.34909 -2.60026 -0.1500 0.2681 -0.1543
H -3.79083 3.51260 -2.13859 -0.2164 0.1006 -0.2304
H -3.46718 2.26623 -3.36283 -0.1872 0.3289 -0.4843
H -3.88256 0.78642 -1.62684 0.1613 -0.4600 -0.0498
C -3.31007 -1.47624 -0.52806 0.2462 0.2526 0.6646
O -3.70632 -1.14428 -1.85936 -0.0135 -0.1577 0.6411
H -2.93737 -2.49728 -0.44634 -0.1990 -0.0655 -0.0120
H -2.53476 -0.81973 -0.13313 0.4196 0.0958 -0.3913
H -4.10358 -1.29321 0.19649 -0.5190 -0.3496 -0.5036
H -2.97348 -1.42472 -2.41244 0.0088 0.1272 -0.2868
C 1.24953 4.12813 2.21457 0.2302 0.0814 -0.3448
O 0.81640 3.08513 3.10318 0.1921 0.8974 -0.1855
H 2.27343 4.45403 2.39763 0.1982 -0.7670 0.2119
H 1.15751 3.77178 1.18858 0.1611 0.1675 -0.1556
H 0.72972 5.08223 2.30180 -0.6845 -0.1937 0.2223
H -0.14164 3.12808 3.05925 -0.1049 -0.2242 0.2053
C 0.48324 0.35203 0.26080 0.3231 0.4512 0.2616
O -0.29287 0.52171 -0.91403 -0.0759 0.0420 0.0439
H 0.17742 1.09570 0.99669 -0.0218 -0.1307 0.3423
H 0.38313 -0.65532 0.66494 0.1017 -0.0734 0.0528
H 1.51911 0.60772 0.03786 0.0832 -0.3285 -0.1281
H -1.16226 0.73860 -0.56949 -0.4454 0.1626 -0.5998
```
Positions in Å, forces in eV/Å.